A structure of composition C16H23N4O3PPdS3. Source: the Open Molecules 2025 dataset; level of theory: the ωB97M-V functional and the def2-TZVPD basis.

ORCA input file:
```
! RIJCOSX wB97M-V def2-TZVPD def2/J DEFGRID3
* xyz -1 2
Pd 0.33420 -0.10990 0.26790
C 6.12990 -0.83110 1.16000
C 5.12600 -1.22450 2.23590
O 4.18220 -0.19390 2.40900
P 2.52460 -0.36930 2.06560
S 0.31230 0.62230 2.62190
S 2.48370 -1.35790 0.30860
O 2.23250 -1.65460 3.04160
C 2.20080 -1.44180 4.43680
C 1.03870 -2.20190 5.05700
H 6.82180 -1.65190 0.98900
H 6.68370 0.05330 1.47180
H 5.59770 -0.60780 0.23810
H 5.64020 -1.37960 3.19630
H 4.62450 -2.16010 1.95330
H 2.09660 -0.37120 4.65130
H 3.15720 -1.78780 4.85550
H 0.10020 -1.76530 4.72160
H 1.10920 -2.13870 6.14220
H 1.07050 -3.24540 4.74910
O -1.39260 -1.57030 -0.16600
C -2.66480 -1.44950 -0.08160
C -3.44920 -2.63410 -0.04320
C -4.81760 -2.61660 -0.01110
C -5.49740 -1.40410 -0.00160
C -4.77660 -0.23200 0.00690
C -3.38010 -0.20820 -0.03780
C -2.68780 1.05930 -0.01230
N -1.38570 1.27470 0.01050
C -1.18570 2.61510 0.05910
C -2.38830 3.25170 0.05690
N -3.33300 2.26420 0.01080
H -2.91570 -3.57350 -0.03390
H -5.37790 -3.54220 0.01730
H -6.57750 -1.36970 0.01390
H -5.33650 0.69400 0.05940
H -0.19190 3.02010 0.09130
H -2.65610 4.28800 0.07520
H -4.32790 2.40990 0.00800
S 0.56900 0.50200 -2.40630
C 1.07700 -1.08250 -2.43350
N 2.29310 -1.45800 -2.90980
C 2.54080 -2.84970 -2.57830
C 1.12620 -3.37320 -2.25720
N 0.32480 -2.16580 -2.19620
H 3.04260 -0.79110 -2.82930
H 3.19360 -2.92710 -1.70350
H 2.99930 -3.36990 -3.42300
H 1.09170 -3.91310 -1.30840
H 0.74960 -4.02540 -3.05590
H -0.46910 -2.08550 -1.54060
*
```

Properties
Maximum force, Eh/bohr: 0.060
E, hartree: -2732.1482
Gap between HOMO and LUMO (spin up / spin down), eV: 5.105 / 5.472

Atomic partial charges in e from the natural (NBO) method, atoms 1 to 4: atom 1 (Pd): 0.58, atom 2 (C): -0.62, atom 3 (C): -0.06, atom 4 (O): -0.84

=====

A cluster of 2 separate species, C4H7O2 in total. Source: the Open Molecules 2025 dataset; level of theory: the ωB97M-V functional and the def2-TZVPD basis.

ORCA input file:
```
! RIJCOSX wB97M-V def2-TZVPD def2/J DEFGRID3
* xyz 1 1
C 1.16190 0.59722 0.10768
C -2.01374 0.37868 -0.06413
C 2.58605 0.28349 -0.08800
C -2.39434 -0.95231 0.03687
O -1.87583 1.48818 -0.17640
O 0.27799 -0.21153 0.29557
H 0.90673 1.67344 0.06623
H 2.95548 0.79209 -0.97921
H 2.75157 -0.78850 -0.16000
H 3.15865 0.68674 0.74952
H -2.94786 -1.11844 0.97396
H -3.05118 -1.21749 -0.80418
H -1.51542 -1.61158 0.04211
*
```

Properties
Maximum force, Eh/bohr: 0.048
E, hartree: -306.7888
Gap between HOMO and LUMO, eV: 9.822

Atomic partial charges in e from the natural (NBO) method, atoms 1 to 4: atom 1 (C): 0.50, atom 2 (C): 1.00, atom 3 (C): -0.73, atom 4 (C): -0.85

=====

A cluster of 6 separate species, C10H30IO10 in total. Source: the Open Molecules 2025 dataset; level of theory: the ωB97M-V functional and the def2-TZVPD basis.

ORCA input file:
```
! RIJCOSX wB97M-V def2-TZVPD def2/J DEFGRID3
* xyz 0 2
I -11.68816 13.83350 -9.00317
C -12.70550 11.71917 -12.75649
C -12.96632 10.49158 -11.85575
O -12.10958 9.45340 -12.29725
O -13.12770 12.93863 -12.27966
H -13.09823 11.49306 -13.74783
H -11.63671 11.86231 -12.91562
H -13.97656 10.08288 -11.87757
H -12.73871 10.77208 -10.82736
H -11.22660 9.68982 -12.00391
H -12.55305 13.11928 -11.53217
C -9.51054 18.49309 -11.05615
C -10.76945 17.76696 -10.83921
O -11.13126 17.63512 -9.43839
O -9.58064 19.86846 -10.57774
H -9.35156 18.55501 -12.13271
H -8.64555 17.92813 -10.70870
H -10.77671 16.70766 -11.09595
H -11.60635 18.25722 -11.33654
H -11.58373 16.80009 -9.29834
H -8.91128 20.47399 -10.90470
C -14.44353 16.13510 -6.72539
C -15.71001 17.01304 -6.92280
O -16.66777 16.58405 -6.03535
O -13.58790 16.52252 -7.73330
H -14.73424 15.09266 -6.85540
H -13.97010 16.23589 -5.74877
H -16.01125 16.75094 -7.93703
H -15.45663 18.07240 -6.96364
H -17.48774 17.07490 -6.12661
H -13.08108 15.73292 -7.93646
C -11.88297 10.49148 -4.73793
C -12.20416 11.05334 -6.22876
O -12.63376 12.40743 -6.25630
O -10.63727 10.97050 -4.26643
H -11.88981 9.40325 -4.79971
H -12.50852 10.91965 -3.95470
H -12.99608 10.44782 -6.66956
H -11.38894 10.93594 -6.94271
H -12.86075 12.66799 -7.15195
H -10.51938 11.92317 -4.25455
C -10.82723 14.75018 -4.81558
C -9.58961 14.00282 -5.33202
O -9.13775 14.25501 -6.66732
O -10.33853 15.90576 -4.16001
H -11.43325 14.07899 -4.20701
H -11.57859 15.12126 -5.51261
H -9.93131 12.97806 -5.47766
H -8.74481 13.91501 -4.64886
H -9.88130 14.21816 -7.27343
H -10.90860 16.24266 -3.46495
*
```

Properties
Maximum force, Eh/bohr: 0.064
E, hartree: -1448.8775
Gap between HOMO and LUMO (spin up / spin down), eV: 10.072 / 5.126

Atomic partial charges in e from the natural (NBO) method, atoms 1 to 4: atom 1 (I): 0.00, atom 2 (C): -0.08, atom 3 (C): -0.09, atom 4 (O): -0.71

=====

A cluster of 8 separate species, C31H60Cl21NO3P in total. Source: the Open Molecules 2025 dataset; level of theory: the ωB97M-V functional and the def2-TZVPD basis.

ORCA input file:
```
! RIJCOSX wB97M-V def2-TZVPD def2/J DEFGRID3
* xyz 1 1
C 0.70251 4.83569 3.07529
C 1.57595 5.35286 1.74941
C 2.53575 4.16651 1.14645
C 2.41278 4.02327 -0.49980
C 2.31098 2.38463 -0.78910
C 3.87701 1.82632 -0.60832
C 3.87596 0.18207 -0.72764
C 3.42605 -0.28077 -2.23659
C 1.86346 -0.76991 -2.37179
C 1.80015 -2.41466 -2.32452
C 0.88026 -3.02858 -1.11094
C 1.27408 -2.46243 0.39217
C 0.10132 -2.95244 1.45242
C -0.19730 -1.82004 2.64646
C -1.09341 -0.64511 1.93637
N -1.55780 0.45765 2.86175
C -3.04655 0.26830 3.11535
C -3.31906 -1.12199 4.00453
C -1.16371 1.85688 2.44233
C -1.63671 2.29217 0.93463
C -3.02310 3.16359 0.86201
P -3.49955 3.41792 -1.00984
O -2.66183 4.62758 -1.66898
O -5.22398 3.60299 -1.16730
C -5.60029 4.91951 -1.70686
C -5.32806 6.02669 -0.51619
O -3.07498 2.00198 -1.99389
C -3.87701 0.84040 -1.56574
C -2.99376 -0.53179 -1.91320
H -0.44100 4.76405 2.79711
H 0.91088 5.59491 3.94132
H 1.13154 3.77911 3.41461
H 0.84717 5.77352 0.91149
H 2.29815 6.20822 2.15851
H 2.27943 3.14941 1.67040
H 3.68468 4.39266 1.36159
H 3.43408 4.37361 -1.00686
H 1.52032 4.62618 -0.96214
H 1.87954 2.15327 -1.85289
H 1.57543 1.92980 0.00108
H 4.59953 2.23763 -1.43780
H 4.28316 2.09476 0.46762
H 3.28855 -0.33930 0.14512
H 5.01063 -0.16040 -0.59985
H 3.61985 0.65115 -2.95324
H 4.16444 -1.13595 -2.58885
H 1.49501 -0.42294 -3.45276
H 1.12843 -0.24475 -1.60842
H 1.29428 -2.74723 -3.35341
H 2.89123 -2.89194 -2.34699
H 1.02337 -4.21287 -1.14503
H -0.27029 -2.85960 -1.38068
H 2.33851 -2.80719 0.76213
H 1.32756 -1.27558 0.32215
H 0.26625 -4.02987 1.87879
H -0.90419 -2.99177 0.81019
H 0.85408 -1.47256 3.03984
H -0.74036 -2.36705 3.54110
H -2.07556 -1.12624 1.46002
H -0.46966 -0.24812 1.00529
H -1.08469 0.28469 3.79841
H -3.62527 0.27128 2.09345
H -3.44663 1.14535 3.79301
H -3.53062 -2.00645 3.24161
H -4.30254 -1.03316 4.66438
H -2.40987 -1.40488 4.69087
H 0.02468 1.96797 2.46114
H -1.54433 2.62204 3.27449
H -0.77551 2.99969 0.50789
H -1.73595 1.41415 0.16764
H -2.78525 4.24278 1.31026
H -3.91393 2.64351 1.46221
H -6.77805 4.88243 -1.89100
H -5.08483 5.17177 -2.73128
H -6.11443 6.89303 -0.46971
H -5.25665 5.41118 0.50000
H -4.25928 6.46703 -0.70338
H -3.96451 0.84673 -0.37543
H -4.95590 0.81113 -2.03916
H -2.25984 -0.66072 -0.98214
H -3.72654 -1.44478 -1.97091
H -2.32252 -0.40238 -2.86494
C 2.69646 2.50535 5.81894
Cl 1.04708 1.97833 5.44274
Cl 2.98493 4.13873 5.19573
Cl 2.98519 2.44614 7.56616
H 3.39610 1.82199 5.33092
C 2.69646 -4.79809 3.85688
Cl 1.04708 -5.32511 3.48067
Cl 2.98493 -3.16472 3.23366
Cl 2.98519 -4.85731 5.60410
H 3.39610 -5.48146 3.36885
C 1.35768 -7.70392 -0.83730
Cl 1.40220 -6.47386 0.43733
Cl 0.60561 -7.05315 -2.30373
Cl 2.99031 -8.29750 -1.18631
H 0.75397 -8.54392 -0.48433
C 1.77918 -9.13179 -5.88843
Cl 2.43232 -8.77697 -4.27994
Cl 0.05971 -9.54656 -5.78393
Cl 2.02188 -7.75427 -6.97616
H 2.31668 -9.99162 -6.29639
C 0.15951 9.29780 1.44511
Cl 1.79705 8.72531 1.08393
Cl -0.61971 8.24261 2.63628
Cl 0.19972 10.97065 2.02787
H -0.42680 9.26829 0.52314
C 5.55321 -7.00229 -8.36954
Cl 5.57388 -6.59522 -6.64513
Cl 7.18177 -6.88059 -9.05694
Cl 4.89332 -8.62800 -8.61710
H 4.90758 -6.28643 -8.88467
C -5.83172 -3.74332 -1.85786
Cl -6.02511 -2.35909 -0.76871
Cl -4.11699 -4.03225 -2.19811
Cl -6.58065 -5.19104 -1.16298
H -6.33577 -3.51327 -2.80001
*
```

Properties
Maximum force, Eh/bohr: 0.124
E, hartree: -11502.3909
Gap between HOMO and LUMO, eV: 9.650

Atomic partial charges in e from the Löwdin method, atoms 1 to 4: atom 1 (C): -0.19, atom 2 (C): -0.26, atom 3 (C): -0.23, atom 4 (C): -0.19

=====

A structure of composition C16H17BrN2O7W. Source: the Open Molecules 2025 dataset; level of theory: the ωB97M-V functional and the def2-TZVPD basis.

ORCA input file:
```
! RIJCOSX wB97M-V def2-TZVPD def2/J DEFGRID3
* xyz 4 1
W -0.56841 0.36719 0.32564
O -0.67283 -5.38636 -2.57097
C -0.67799 -4.22885 -2.00745
C -1.39402 -3.08709 -2.39611
C -1.24723 -1.92786 -1.66052
N -0.45668 -1.75116 -0.59475
C 0.16727 -2.89519 -0.18375
C 0.10291 -4.11557 -0.81253
C 0.85667 -2.92692 1.06946
O 1.40639 -3.04535 2.02904
O -0.52944 -0.54196 1.73482
C -2.08032 -0.72185 -1.97863
O -2.74309 -0.51366 -2.91565
O -1.95784 0.17696 -0.90232
H -1.22039 -5.49343 -3.37250
H -2.07951 -3.08730 -3.23853
H 0.60285 -4.99705 -0.41921
C -2.99366 0.80672 2.36416
O -2.12120 1.39905 1.30440
C -2.26816 2.84939 1.16360
C -1.34939 3.19480 0.03179
O -0.10972 2.39013 0.30281
C 1.04965 3.25375 0.70059
H -3.96617 1.28239 2.26764
H -2.53368 1.00881 3.32839
H -3.07206 -0.25537 2.16150
H -1.98731 3.30931 2.11172
H -3.30632 3.07939 0.92116
H -1.07281 4.24651 -0.00338
H -1.71839 2.87500 -0.94204
H 1.33668 3.81754 -0.18331
H 1.84432 2.60686 1.04994
H 0.70651 3.89953 1.50513
Br 0.87681 0.86872 -2.37535
C 2.12979 0.56930 -1.00313
C 3.48599 0.66987 -1.19528
C 4.31267 0.46584 -0.09042
C 3.74926 0.16765 1.15225
C 2.38311 0.07312 1.26674
N 1.56459 0.26890 0.18811
H 3.89118 0.90850 -2.17115
H 5.38901 0.54458 -0.20082
H 4.37044 0.01435 2.02621
H 1.90048 -0.13920 2.21270
*
```

Properties
Maximum force, Eh/bohr: 0.003
E, hartree: -3895.5735
Gap between HOMO and LUMO, eV: 7.717

Atomic partial charges in e from the natural (NBO) method, atoms 1 to 4: atom 1 (W): 2.36, atom 2 (O): -0.52, atom 3 (C): 0.45, atom 4 (C): -0.21

=====

A cluster of 4 separate species, C4H15NO3 in total. Source: the Open Molecules 2025 dataset; level of theory: the ωB97M-V functional and the def2-TZVPD basis.

ORCA input file:
```
! RIJCOSX wB97M-V def2-TZVPD def2/J DEFGRID3
* xyz 0 1
C 1.17433 -0.48260 -0.02693
C 0.56702 -0.43681 -1.54072
C -0.93765 -0.75124 -1.26955
N -1.20196 -0.61027 0.18905
C 0.04460 -0.38595 0.90832
H 1.86741 0.33665 0.02572
H 1.83283 -1.40452 0.22458
H 1.12977 -1.16489 -2.15194
H 0.75305 0.64809 -1.85048
H -1.55862 -0.18019 -2.08743
H -1.15350 -1.74296 -1.52429
H -1.93747 0.05883 0.46151
H 0.12256 -1.27728 1.59845
H -0.00367 0.43605 1.59423
O -1.24907 2.71182 -0.78364
H -2.11845 2.43680 -1.25004
H -0.79162 1.85407 -0.68534
O 0.74839 3.00402 2.40329
H 0.09574 2.65848 1.84259
H 0.95385 3.89988 2.22284
O 0.99925 -3.14919 0.43753
H 0.19203 -2.68596 0.21080
H 0.47119 -3.77285 1.05148
*
```

Properties
Maximum force, Eh/bohr: 0.078
E, hartree: -441.8015
Gap between HOMO and LUMO, eV: 9.408
Structure (SMILES): C1CCNC1.O.O.O

Atomic partial charges in e from the natural (NBO) method, atoms 1 to 4: atom 1 (C): -0.45, atom 2 (C): -0.43, atom 3 (C): -0.26, atom 4 (N): -0.66

=====

A structure of composition C17H36Br2InO8S2. Source: the Open Molecules 2025 dataset; level of theory: the ωB97M-V functional and the def2-TZVPD basis.

ORCA input file:
```
! RIJCOSX wB97M-V def2-TZVPD def2/J DEFGRID3
* xyz -1 1
C 0.17911 -2.18093 -2.79043
C 1.72530 -2.54989 -2.91853
Br 2.31142 -3.77381 -4.40233
C 2.64768 -2.04013 -1.99981
Br 4.55975 -2.58222 -2.27201
In 2.23448 -0.71480 -0.22513
S 0.44456 0.98319 -0.55383
S 4.37060 0.59461 0.15764
C 1.90462 -2.02848 1.60338
C 1.06146 -3.27601 1.08284
O -0.17491 -3.20909 1.21049
O 1.71295 -4.38779 0.46219
H -0.38371 -2.90160 -2.12841
H 0.05568 -1.09310 -2.52293
H -0.26901 -2.30151 -3.83710
H -0.70321 0.43111 -1.09873
H 3.98153 1.83555 0.65065
H 1.36079 -1.45247 2.40411
H 2.92290 -2.40970 1.91108
H 2.06358 -4.96320 1.16740
C -1.10755 -2.43821 4.78067
O -0.34995 -1.44240 5.44182
C -0.46327 -0.15294 4.86162
C -0.74558 0.92798 5.89782
O -2.01164 0.84425 6.55404
C -2.23324 -0.25352 7.43666
C -1.34428 -0.29859 8.67808
O -0.00031 -0.61885 8.34212
C 0.96090 0.17354 9.01340
H -0.52629 -2.83976 3.94837
H -1.31191 -3.23891 5.49588
H -2.06828 -2.05348 4.42532
H -1.24228 -0.13492 4.09061
H 0.49525 0.05961 4.37534
H -0.75263 1.88716 5.37394
H 0.05965 0.99746 6.62831
H -2.20476 -1.19577 6.89055
H -3.26600 -0.14016 7.78159
H -1.70688 -1.08948 9.34541
H -1.41201 0.65738 9.20760
H 0.63748 1.21664 9.10022
H 1.87765 0.15854 8.42049
H 1.16753 -0.24295 10.00199
C -1.64700 3.86814 -4.19035
O -0.78780 3.54217 -5.26863
C 0.46782 3.01158 -4.86402
C 0.82985 1.73319 -5.60790
O -0.00284 0.60576 -5.34792
C -1.35026 0.66471 -5.80795
C -1.53378 0.73118 -7.32293
O -1.12189 1.99064 -7.84147
C -0.35755 1.89651 -9.02833
H -1.42430 4.87479 -3.82879
H -2.67443 3.84204 -4.56123
H -1.56714 3.14363 -3.37435
H 0.48298 2.81923 -3.78471
H 1.22384 3.77504 -5.08016
H 1.82848 1.43550 -5.27865
H 0.91382 1.90897 -6.68000
H -1.89208 1.46480 -5.30445
H -1.81076 -0.26743 -5.46534
H -2.59933 0.61969 -7.55640
H -0.98992 -0.09590 -7.79038
H 0.33439 1.04789 -8.99882
H 0.23823 2.80774 -9.11410
H -1.01749 1.81778 -9.89549
*
```

Properties
Maximum force, Eh/bohr: 0.066
E, hartree: -7405.7156
Gap between HOMO and LUMO, eV: 8.009

Atomic partial charges in e from the Löwdin method, atoms 1 to 4: atom 1 (C): -0.14, atom 2 (C): -0.76, atom 3 (Br): 0.51, atom 4 (C): -0.71

=====

The molecule C15H11N3O2S. Source: the Open Molecules 2025 dataset; level of theory: the ωB97M-V functional and the def2-TZVPD basis.

ORCA input file:
```
! RIJCOSX wB97M-V def2-TZVPD def2/J DEFGRID3
* xyz 0 1
O 4.93696 1.35148 -1.08418
C 4.35856 1.04992 -0.07102
O 4.91293 1.20138 1.14020
C 2.98612 0.49210 -0.02301
C 2.35681 0.20601 1.18565
C 1.07532 -0.30854 1.18931
C 0.42087 -0.53020 -0.01660
N -0.87417 -1.10058 -0.01052
C -2.12714 -0.51856 -0.00115
C -2.44294 0.89890 0.00356
C -1.47818 1.90448 -0.02372
C -1.86130 3.23372 -0.01834
C -3.20108 3.57960 0.01497
C -4.16694 2.58489 0.04318
C -3.79456 1.25668 0.03741
N -3.04873 -1.43799 0.00719
N -2.40700 -2.61994 0.00360
C -1.05730 -2.46989 -0.00539
S 0.08831 -3.63770 -0.00771
C 1.05028 -0.26816 -1.22842
C 2.32967 0.24854 -1.22783
H 5.80945 1.55991 1.04778
H 2.87668 0.38249 2.11362
H 0.57678 -0.54296 2.11765
H -0.42837 1.66114 -0.05014
H -1.10386 4.00292 -0.04116
H -3.49196 4.61923 0.01858
H -5.21350 2.84844 0.06960
H -4.53280 0.47137 0.05880
H -2.90962 -3.49175 0.00906
H 0.53375 -0.47075 -2.15433
H 2.84341 0.46428 -2.15194
*
```

Properties
Maximum force, Eh/bohr: 0.020
E, hartree: -1291.1852
Gap between HOMO and LUMO, eV: 7.933
Structure (SMILES): O=C(O)c1ccc(-n2c(-c3ccccc3)n[nH]c2=S)cc1

Atomic partial charges in e from the natural (NBO) method, atoms 1 to 4: atom 1 (O): -0.58, atom 2 (C): 0.78, atom 3 (O): -0.68, atom 4 (C): -0.18